Run one
DFT (ωB97M-V/def2-TZVPD) results for a 2-piece molecular cluster, C5H13NO2 overall.

Structure (ORCA input):
```
! RIJCOSX wB97M-V def2-TZVPD def2/J DEFGRID3
* xyz 0 1
C -0.568 2.120 0.021
C -0.242 1.489 -1.109
C 1.061 0.756 -1.419
C 1.443 0.009 -0.118
N 0.649 -1.149 0.284
C -0.060 -0.888 1.562
O 0.818 -0.682 2.627
H -1.656 2.462 0.005
H 0.182 2.534 0.788
H -1.114 1.385 -1.771
H 1.886 1.513 -1.780
H 1.048 -0.054 -2.371
H 1.395 0.743 0.769
H 2.349 -0.443 -0.424
H 0.115 -1.381 -0.498
H -0.623 0.131 1.563
H -0.845 -1.633 1.804
H 1.638 -0.949 2.202
O -2.468 -2.010 -1.056
H -2.882 -2.636 -0.484
H -2.127 -1.316 -0.595
*
```

Summary:
HOMO-LUMO gap ... 0.36249 Eh
Structure (SMILES) ... C=CCCNCO.O

***

Run two
DFT (ωB97M-V/def2-TZVPD) results for a 3-piece molecular cluster, C5H13NO2 overall.

Structure (ORCA input):
```
! RIJCOSX wB97M-V def2-TZVPD def2/J DEFGRID3
* xyz 0 1
C 0.286 -1.543 -0.917
N -0.838 -0.580 -0.744
C -0.396 0.712 -0.609
C 0.310 1.101 0.590
C -0.791 2.967 -1.493
C -0.868 1.644 -1.587
H -0.034 -2.486 -0.516
H 1.201 -1.348 -0.366
H 0.548 -1.638 -1.942
H -1.311 -0.789 0.146
H 1.289 0.601 0.614
H 0.565 2.177 0.563
H -0.363 3.462 -0.643
H -1.225 3.620 -2.199
H -1.405 1.278 -2.430
H 2.853 -1.205 2.083
H -0.261 0.760 1.396
O 2.058 -1.487 1.614
H 0.535 -1.711 1.828
H -0.696 -2.037 2.770
O -0.519 -1.679 1.909
*
```

Summary:
HOMO-LUMO gap ... 0.17150 Eh

***

Run three
DFT (ωB97M-V/def2-TZVPD) results for a 2-piece molecular cluster, C5H13NO2 overall.

Structure (ORCA input):
```
! RIJCOSX wB97M-V def2-TZVPD def2/J DEFGRID3
* xyz 0 1
C -0.767 0.442 1.371
C 0.582 0.748 0.734
C 0.568 2.137 0.076
C 0.980 -0.260 -0.353
N 1.005 -1.656 0.054
C -0.079 -2.468 -0.027
O -1.123 -2.200 -0.593
H -1.031 1.189 2.118
H -1.581 0.416 0.648
H -0.728 -0.524 1.882
H 1.349 0.786 1.508
H 1.536 2.396 -0.354
H 0.213 2.884 0.783
H -0.135 2.148 -0.761
H 1.994 -0.013 -0.665
H 0.354 -0.141 -1.229
H 1.770 -2.009 0.610
H 0.108 -3.444 0.448
O -1.735 0.252 -2.123
H -1.563 -0.258 -1.318
H -1.717 -0.423 -2.807
*
```

Summary:
HOMO-LUMO gap ... 0.39390 Eh
Structure (SMILES) ... CC(C)CNC=O.O

***

Run four
DFT (ωB97M-V/def2-TZVPD) results for a 2-piece molecular cluster, C5H13NO2 overall.

Structure (ORCA input):
```
! RIJCOSX wB97M-V def2-TZVPD def2/J DEFGRID3
* xyz 0 1
C 1.521 -1.173 1.686
C 0.588 -0.202 0.960
C -0.850 -0.751 0.830
N -1.842 0.287 0.595
C -1.654 0.991 -0.643
C -0.684 2.144 -0.592
O -0.049 2.479 -1.564
H 0.984 -2.031 2.082
H 2.155 -0.681 2.407
H 2.179 -1.647 0.958
H 0.915 -0.053 -0.068
H 0.526 0.779 1.433
H -1.100 -1.290 1.745
H -0.818 -1.504 0.041
H -2.755 -0.139 0.662
H -2.576 1.439 -1.032
H -1.339 0.356 -1.478
H -0.545 2.723 0.330
O 2.130 -2.649 -1.418
H 1.850 -1.889 -1.934
H 2.912 -2.380 -0.932
*
```

Summary:
HOMO-LUMO gap ... 0.37002 Eh
Structure (SMILES) ... CCCNCC=O.O

***

Which structure is most stable? run three, by 145.2 kJ/mol over the runner-up.